Here is a cluster of 5 separate species, C35H32BBrI2N3O11P in total from OMol25. Energies are from ωB97M-V/def2-TZVPD.

The geometry in XYZ format:
```
86
Properties=species:S:1:pos:R:3
C 1.41777 3.92455 -0.14211
O 0.27593 3.62510 0.75207
C 0.01012 2.17763 0.83087
C -1.59425 1.81946 1.07840
C -1.92402 0.35949 0.40663
C -2.73469 0.41353 -1.01595
C -2.05944 1.71767 -1.82675
N -1.50946 2.75162 -2.42028
C -2.39156 -0.87303 -2.01459
I -1.47957 -0.48527 -4.01528
C -2.61795 -2.30341 -1.69258
C -2.19064 -3.52024 -2.75717
I -3.53666 -2.93938 0.18142
C -4.32957 0.77057 -0.90952
C -4.47074 2.42443 -1.12996
N -4.64149 3.70263 -1.30420
B -5.24454 0.12585 -2.15967
N -5.74276 1.04482 -3.30221
O -5.61927 -1.29650 -2.27263
P -5.14533 0.41829 0.77858
O -5.45569 2.00212 1.52086
Br -7.19849 -0.52892 0.60160
H 1.31696 3.40138 -1.19035
H 2.40220 3.58015 0.43082
H 1.41810 5.10401 -0.30785
H 0.64230 1.67856 1.71197
H 0.41037 1.66245 -0.16123
H -2.32165 2.68420 0.77600
H -1.71234 1.67998 2.25676
H -0.86399 -0.13322 0.16198
H -2.39889 -0.30604 1.23923
H -2.59511 -3.33942 -3.84193
H -2.70381 -4.53105 -2.38500
H -1.03508 -3.69546 -2.68457
H -6.47980 1.69361 -2.94573
H -4.94149 1.54673 -3.74542
H -5.29135 -1.65163 -3.16394
H -6.20652 1.87399 2.20220
O 3.61012 2.26034 -1.91693
C 4.61882 2.91989 -1.70710
C 5.92892 2.27244 -1.49818
C 7.03003 2.99380 -1.26683
C 6.98420 4.46847 -1.21184
O 7.99290 5.12802 -1.00201
C 5.67409 5.11593 -1.42076
C 4.57298 4.39457 -1.65211
H 5.94623 1.19005 -1.54227
H 7.99859 2.53468 -1.11077
H 5.65679 6.19832 -1.37667
H 3.60442 4.85369 -1.80817
O -7.48988 -9.23566 0.42307
C -6.48118 -8.57611 0.63290
C -5.17108 -9.22356 0.84182
C -4.06997 -8.50220 1.07317
C -4.11580 -7.02753 1.12816
O -3.10710 -6.36798 1.33799
C -5.42591 -6.38007 0.91924
C -6.52702 -7.10143 0.68789
H -5.15377 -10.30595 0.79773
H -3.10141 -8.96132 1.22923
H -5.44321 -5.29768 0.96333
H -7.49558 -6.64231 0.53183
O -3.50412 3.85499 8.29009
C -3.22371 3.06083 7.40286
C -1.82406 2.82982 6.99442
C -1.51886 1.96355 6.02346
C -2.56744 1.19944 5.31888
O -2.28703 0.40527 4.43165
C -3.96709 1.43045 5.72732
C -4.27229 2.29672 6.69827
H -1.06634 3.39736 7.52126
H -0.49754 1.78285 5.71123
H -4.72481 0.86290 5.20047
H -5.29361 2.47742 7.01051
O 12.67071 -0.81034 -4.64847
C 11.72028 -0.54699 -3.92470
C 10.96265 -1.61054 -3.23618
C 9.92303 -1.32197 -2.44735
C 9.48857 0.07212 -2.22924
O 8.53814 0.33547 -1.50547
C 10.24620 1.13567 -2.91776
C 11.28582 0.84710 -3.70659
H 11.29412 -2.62799 -3.40570
H 9.35614 -2.09006 -1.93557
H 9.91473 2.15312 -2.74824
H 11.85271 1.61519 -4.21837
```

Total charge   0
Energy   -160003.215 eV


Here is a structure of composition C3H8BrN2 from OMol25. Energies are from ωB97M-V/def2-TZVPD.

The geometry in XYZ format:
```
14
Properties=species:S:1:pos:R:3
C 1.10206 -0.08755 -0.28246
C -0.27437 -0.67369 0.17411
C -0.90992 0.75147 -0.06920
N -0.57769 -1.27589 1.49998
N 0.64785 1.02135 -1.10803
Br -2.51369 0.97198 -0.91105
H 1.62930 0.21641 0.70427
H 1.78125 -0.76762 -0.96661
H -0.57429 -1.30233 -0.57190
H -0.79633 1.51474 0.74414
H -0.62245 -2.29461 1.49765
H -0.30619 -0.95254 2.41375
H 0.93883 1.95437 -0.95218
H 0.47564 0.92392 -2.17248
```

Total charge   +1
Energy above the lowest of the compared OMol25 structures with the same formula, charge and spin   2.877 eV
Energy   -76254.434 eV


Here is the ion C3H6NO3 with charge +1 from OMol25. Energies are from ωB97M-V/def2-TZVPD.

The geometry in XYZ format:
```
13
Properties=species:S:1:pos:R:3
N -1.07935 0.13548 -0.49993
C -0.26417 -0.23520 0.70636
C 0.94805 0.58733 0.67706
O 1.17656 1.74279 1.24015
O 1.30816 0.47438 -0.85556
C 1.45774 -0.58618 0.06883
O 2.19305 -1.67948 0.11322
H -0.42211 0.43533 -1.29543
H -1.77867 0.92546 -0.20697
H -1.69692 -0.49285 -0.97448
H -0.63882 -0.91235 1.39064
H 1.95766 2.24959 1.06848
H 2.65434 -1.77652 -0.72706
```

Total charge   +1
Energy above the lowest of the compared OMol25 structures with the same formula, charge and spin   4.846 eV
Energy   -10829.119 eV